[1]
The following is a DFT calculation (ωB97M-V with the def2-TZVPD basis set) of a cluster of 2 separate species, CN6 in total in a non-equilibrium geometry.

Its expectation value of S² is 2.023. The relative energy (zero: lowest compared OMol25 entry of this formula, charge and spin) comes out at 0.0 kcal per mole. The multiplicity is 3. As for the HOMO energy (alpha / beta): -6.727 / -11.547 eV. The calculation puts the orbital gap (alpha / beta) at 7.44 / 7.48 eV.

```
7
Properties=species:S:1:pos:R:3:mulliken_charge:R:1
C -0.26244 0.24787 0.02831 0.424
N -0.89090 -3.16901 -1.02941 0.001
N 0.78836 3.37094 1.04616 -0.436
N 0.19841 -3.36302 -1.00806 0.000
N 0.58333 1.16661 0.41809 -0.285
N 0.57299 2.28765 0.84514 0.571
N -0.97516 -0.57200 -0.32184 -0.275
```

[2]
The following is a DFT calculation (ωB97M-V with the def2-TZVPD basis set) of a structure of composition CNNiO4S2 in a non-equilibrium geometry.

As for the charge: +1. Its expectation value of S² is 2.018. The relative energy (zero: lowest compared OMol25 entry of this formula, charge and spin) comes out at 0.0 kcal per mole. The multiplicity is 3. As for the HOMO energy (alpha / beta): -12.980 / -12.903 eV. The calculation puts the orbital gap (alpha / beta) at 7.66 / 6.60 eV.

```
9
Properties=species:S:1:pos:R:3:mulliken_charge:R:1
Ni 0.41436 0.85613 1.07681 0.937
N -2.28879 -0.79193 0.22043 -0.161
S -2.44130 0.75289 -0.01026 0.481
O -1.19473 1.56979 0.43340 -0.469
S -1.16926 -1.76351 0.74999 0.469
O 0.17055 -1.01852 1.07361 -0.501
O 1.67797 0.82095 -0.38363 -0.383
C 2.18876 0.07885 -1.14004 0.825
O 2.64246 -0.50465 -2.02032 -0.198
```

[3]
The following is a DFT calculation (ωB97M-V with the def2-TZVPD basis set) of the ion CNO3S2 with charge -1 in a non-equilibrium geometry.

As for the charge: -1. Its SMILES is N#COS(=O)(=O)[S-]. The relative energy (zero: lowest compared OMol25 entry of this formula, charge and spin) comes out at 12.5 kcal per mole. The multiplicity is 1. As for the HOMO energy: -5.604 eV. The calculation puts the orbital gap at 8.77 eV.

```
7
Properties=species:S:1:pos:R:3:mulliken_charge:R:1
C -1.60964 -0.09215 0.31112 0.610
N -2.29403 0.71246 0.77531 -0.579
O 1.06011 0.48291 1.18827 -0.487
O 0.65293 1.10024 -1.16002 -0.491
O -0.88587 -0.97139 -0.17151 -0.574
S 2.13120 -1.32153 -0.75920 -0.370
S 0.94530 0.08947 -0.18397 0.892
```

[4]
The following is a DFT calculation (ωB97M-V with the def2-TZVPD basis set) of a structure of composition CNO4S2Y in a non-equilibrium geometry.

As for the charge: +2. The multiplicity is 1. As for the HOMO energy (alpha / beta): -17.316 / -17.316 eV. The calculation puts the orbital gap (alpha / beta) at 7.62 / 7.62 eV.

```
9
Properties=species:S:1:pos:R:3:mulliken_charge:R:1
Y -0.38996 1.58800 -0.08162 2.073
N -0.43645 -0.98273 2.41495 -0.124
S -1.87734 -0.64617 1.88714 0.563
O -1.89647 0.49740 0.83150 -0.576
S 1.02442 -0.46219 2.15111 0.551
O 1.09449 0.59401 1.00152 -0.574
O 0.20876 0.56834 -2.11449 -0.524
C 0.86068 -0.20325 -2.70955 0.745
O 1.41186 -0.95341 -3.38056 -0.135
```

[5]
The following is a DFT calculation (ωB97M-V with the def2-TZVPD basis set) of a structure of composition CNO5S2Zn in a non-equilibrium geometry.

As for the charge: -1. The multiplicity is 1. As for the HOMO energy: -3.118 eV. The calculation puts the orbital gap at 5.58 eV.

```
10
Properties=species:S:1:pos:R:3:mulliken_charge:R:1
O -1.85575 -0.59544 0.45935 -0.379
C -2.37701 0.47621 0.30666 0.981
O -3.27773 1.21148 0.40398 -0.339
Zn 0.08012 -0.36350 0.96032 0.265
N 1.46892 -0.92239 -0.54293 -0.327
S 2.63494 -0.91275 0.68794 0.015
O 1.68265 -0.61573 2.00606 -0.497
S 1.24826 0.52156 -1.37605 0.629
O -0.11316 1.09773 -0.27817 -0.749
O 0.50877 0.10284 -2.62717 -0.597
```

[6]
The following is a DFT calculation (ωB97M-V with the def2-TZVPD basis set) of a structure of composition CNa5O3 in a non-equilibrium geometry.

As for the charge: +3. The relative energy (zero: lowest compared OMol25 entry of this formula, charge and spin) comes out at 92.3 kcal per mole. The multiplicity is 1. As for the HOMO energy: -21.689 eV. The calculation puts the orbital gap at 10.44 eV.

```
9
Properties=species:S:1:pos:R:3:mulliken_charge:R:1
Na 10.32735 -8.30908 -20.31063 1.030
Na 7.40943 -7.50663 -24.97115 1.027
Na 8.39712 -9.97030 -21.53582 1.009
Na 5.63979 -9.26761 -23.86484 1.034
Na 9.14237 -5.65475 -24.08890 1.010
C 8.34981 -7.83270 -22.71058 0.831
O 8.38145 -6.78954 -23.38766 -1.015
O 9.07790 -8.04155 -21.71102 -0.920
O 7.56373 -8.69967 -23.10691 -1.007
```

[7]
The following is a DFT calculation (ωB97M-V with the def2-TZVPD basis set) of a cluster of 2 separate species, CO2PS in total in a non-equilibrium geometry.

As for the charge: -1. Its expectation value of S² is 2.008. The relative energy (zero: lowest compared OMol25 entry of this formula, charge and spin) comes out at 0.0 kcal per mole. The multiplicity is 3. As for the HOMO energy (alpha / beta): -1.823 / -4.062 eV. The calculation puts the orbital gap (alpha / beta) at 5.29 / 7.52 eV.

```
5
Properties=species:S:1:pos:R:3:mulliken_charge:R:1
C -0.87544 -0.06710 -0.27537 0.668
O -0.66136 0.91164 -0.80075 -0.314
O -0.96224 -1.10808 0.24503 -0.404
P 3.46903 -0.20078 -0.51664 -0.335
S 2.05749 0.54365 0.76534 -0.615
```

[8]
The following is a DFT calculation (ωB97M-V with the def2-TZVPD basis set) of a cluster of 2 separate species, CO2S in total in a non-equilibrium geometry.

The relative energy (zero: lowest compared OMol25 entry of this formula, charge and spin) comes out at 15.7 kcal per mole. The multiplicity is 1. As for the HOMO energy (alpha / beta): -10.217 / -10.221 eV. The calculation puts the orbital gap (alpha / beta) at 7.40 / 7.38 eV.

```
4
Properties=species:S:1:pos:R:3:mulliken_charge:R:1
C -0.65413 -0.10968 0.07364 0.660
O -0.61962 0.99965 -0.03669 -0.314
O -0.70194 -1.23681 -0.03532 -0.315
S 1.97569 0.34684 -0.00164 -0.032
```

no.,energy (eV)
1,-9970.837
2,-73422.062
3,-30341.036
4,-33414.273
5,-82852.969
6,-29237.001
7,-25257.171
8,-15964.463